Molecular formula: C25H52IN5O11PS5
Method: DFT, ωB97M-V/def2-TZVPD

Geometry as XYZ:
```
100
Properties=species:S:1:pos:R:3:forces:R:3
H -0.151926 3.412218 -7.389592 0.0534 0.0140 0.0174
H -1.557227 2.140854 1.117840 0.0483 0.0282 0.0962
H 1.004980 1.390388 -4.077254 0.0200 -0.0069 -0.0148
H -0.780568 4.251016 4.277918 -0.0089 -0.0393 -0.0186
C 1.121622 2.412934 -4.441607 -0.2020 0.0431 0.1411
O 1.347948 -3.576687 4.902869 0.0323 0.0016 -0.0405
H -0.173864 -4.465673 0.508477 0.0188 -0.0354 -0.0281
C 0.507485 6.489596 2.086081 -0.0657 -0.0318 0.0220
C -5.809013 -4.069866 -0.288286 -0.1173 -0.0003 0.0056
H 1.928550 2.915735 -3.913385 0.0292 0.0017 -0.0267
H 0.559191 6.229151 4.233190 0.0113 -0.0124 -0.0083
C 1.330520 5.248317 1.755151 0.0243 0.1057 -0.0663
C -1.043142 2.586167 -5.564483 0.0317 0.0025 0.0086
O 3.549596 3.465067 -2.365658 -0.0207 0.0170 0.0159
H -7.972091 -3.983692 -0.133845 -0.0040 -0.0069 -0.0027
H 4.145568 2.119845 -4.664533 -0.0226 0.0011 0.0175
N -1.595022 -1.327022 1.210375 -0.3616 -0.0525 -0.1444
H -6.118147 -5.261392 -3.410122 0.0560 0.0472 0.0127
P -0.527082 0.272270 1.329296 0.4294 0.1611 0.1152
O -3.761272 -5.620162 -0.953185 0.0564 -0.0014 -0.0029
H 6.802434 2.142923 -4.908884 0.0003 0.0044 -0.0043
H -5.721350 -6.720780 -2.469544 0.0348 0.0113 -0.0410
O 0.963193 2.829549 2.837996 -0.1220 -0.1615 -0.0753
N -0.639447 -2.680839 -0.523542 -0.0044 0.0247 0.0099
H 2.334526 -4.237123 -0.260525 0.0543 0.0253 0.0359
C -1.348493 -1.333642 5.663784 0.0312 -0.0037 0.0059
H 1.138557 7.374536 2.134919 0.0013 0.0010 0.0034
H 1.300914 -2.010256 7.715067 0.0396 -0.0220 -0.0379
C 0.486443 -2.209756 7.022940 -0.0805 0.0171 0.0733
H -0.613553 -2.198532 3.777560 0.0735 -0.0114 0.0274
H 0.240505 -4.438994 -1.190069 -0.0309 0.0845 -0.0571
H 2.596337 -3.859417 1.981901 -0.1369 -0.0812 0.0797
O 2.035378 0.979253 -6.471625 0.0249 0.0000 -0.0079
O -0.538688 3.558154 0.998273 -0.2166 -0.0711 -0.0138
H 1.614646 5.152199 0.709089 -0.0045 -0.0739 0.0049
H 0.017311 -0.564112 4.129620 0.0574 -0.0147 0.0401
I 0.227832 0.553812 -0.949120 0.0917 0.0512 -0.1178
H 6.094836 2.031599 -0.725560 -0.0406 0.0116 0.0165
C -0.199922 3.173124 -4.422326 -0.0176 -0.0134 -0.0708
H -1.793609 4.808044 2.921543 0.0193 -0.0307 -0.0541
H 5.935987 3.691998 -1.350539 -0.0542 0.0087 -0.0286
N -2.549459 -1.431648 2.073317 0.0226 0.0808 -0.0835
H -7.317773 -3.317105 -1.628740 -0.0007 0.0130 0.0121
H -1.249443 -1.198734 7.844849 -0.0041 0.0064 -0.0009
H -7.401034 -6.271036 -0.837049 0.0152 0.0062 0.0104
C -0.142377 2.496346 -6.801963 -0.1239 -0.0083 0.0229
H -8.195812 -5.540268 -2.224667 0.0032 -0.0172 -0.0052
C 1.678297 -3.432212 0.072636 -0.1089 0.1130 0.1301
C 5.951704 2.636925 -1.617164 0.1385 -0.0212 -0.0078
C 4.893398 1.811859 -3.937035 0.0409 0.0114 -0.0535
H -1.924603 3.191427 -5.769958 -0.0064 -0.0072 -0.0018
C -7.206273 -4.118192 -0.895331 0.0155 0.0090 -0.0550
N -1.565801 -2.448395 0.467070 -0.0570 0.0248 0.0919
C 0.255682 -3.840178 -0.279490 0.0347 -0.1883 -0.0688
O 2.231231 -1.271961 5.287500 0.0329 -0.0083 -0.0022
H -1.387272 1.587629 -5.286894 0.0129 -0.0051 0.0053
H 0.969658 -3.278860 2.134469 -0.0239 0.0657 -0.0302
C -0.177726 6.199151 3.429303 0.0248 -0.0104 -0.0255
H 7.832035 2.975187 -2.651060 0.0071 -0.0072 0.0036
H 5.010204 0.728513 -3.957689 -0.0128 -0.0033 0.0120
C -0.588743 -1.129081 6.982506 0.0135 0.0128 -0.0478
H -0.944529 6.936245 3.658654 -0.0010 -0.0015 0.0099
H -1.134628 -2.734873 -1.406016 -0.0289 0.0053 0.0288
C 6.956583 2.333777 -2.734645 -0.0253 -0.0026 -0.0060
O -4.291062 -3.681371 -2.411052 0.1203 0.0102 -0.0028
O -1.801583 1.218431 1.396580 -0.0880 -0.0798 -0.0709
H -0.699360 3.076666 -3.458609 0.0005 0.0089 0.0027
H -5.724895 -4.715995 0.585998 0.0066 -0.0027 -0.0013
C -7.316362 -5.482593 -1.586428 0.0239 0.0170 0.0245
H -0.364582 1.645588 -7.440958 0.0393 0.0064 -0.0239
O 3.763827 1.103873 -1.621092 -0.0654 -0.0370 -0.0475
S -4.750722 -4.757907 -1.564863 -0.2245 0.3078 0.2214
C 2.482557 -1.747578 1.825582 -0.0197 0.0163 -0.0511
H 1.934887 -2.545157 -0.512675 0.0142 -0.0921 -0.1107
H -5.462213 -3.066051 -0.051684 0.0598 -0.0166 -0.0120
S 4.330547 2.249041 -2.294187 0.0417 -0.0215 0.0342
H 1.904563 -0.953862 1.341465 0.0175 -0.0762 0.0321
H -0.242096 6.655303 1.309798 0.0154 0.0052 -0.0146
S 1.534533 2.298721 -6.176381 0.0556 -0.0407 0.0362
C -2.554790 -3.213087 0.926719 0.0793 -0.1610 -0.1768
N -3.170703 -2.589315 1.915068 0.0217 -0.0519 0.0260
H -0.121341 -0.142362 6.995708 0.0111 -0.0027 0.0126
C -0.787168 4.794098 3.336136 -0.0026 0.1218 0.0786
C -6.039530 -5.682518 -2.409786 0.0212 -0.2310 -0.0284
O 2.314213 3.455541 -6.539100 0.0343 -0.0004 -0.0167
S 1.153880 -2.225259 5.362431 -0.0907 0.0039 0.0795
H -2.776840 -4.182699 0.496140 -0.0779 -0.0175 0.0888
H 6.056252 3.597400 -4.251564 -0.0089 -0.0022 -0.0141
H -0.014358 4.234572 -4.598301 0.0076 0.0017 0.0091
H 7.297217 1.300101 -2.654230 -0.0150 -0.0076 -0.0048
C 6.228865 2.534637 -4.071090 0.0011 0.0256 0.0464
H 2.546524 -1.529168 2.891002 0.0506 0.0200 -0.0442
H -1.968622 -2.229135 5.734668 0.0105 -0.0115 -0.0018
H 0.065109 -3.197092 7.210933 0.0096 -0.0064 -0.0089
S 0.251811 3.894026 2.177952 0.1597 0.1999 0.0966
H 2.208750 5.156317 2.394189 -0.0018 -0.0227 0.0064
C 1.896377 -3.132269 1.568186 0.2231 0.0322 -0.0290
H 3.489227 -1.687351 1.408320 0.0040 0.0328 0.0070
C -0.298924 -1.513143 4.561993 -0.1191 0.0206 0.0332
H -2.007252 -0.495716 5.440324 -0.0123 -0.0088 -0.0018
```
Forces are in eV/Å.

The value obtained for the HOMO-LUMO gap is 0.326 Ha. The HOMO energy is -11.89 eV. The energy above the lowest of the compared OMol25 structures with the same formula, charge and spin comes out at 0.0 kJ/mol. For the largest force on an atom, the calculation gives 0.0092 Eh/bohr. The LUMO energy is -3.025 eV. As for the charge: +1.

These are the Mulliken partial charges, in e, on atoms 1 to 5: atom 1 (H): 0.361, atom 2 (H): 0.521, atom 3 (H): 0.305, atom 4 (H): 0.394, atom 5 (C): -0.065